138
Properties=species:S:1:pos:R:3:forces:R:3 method="wB97M-V/def2-TZVPD" charge=+1 e_tot_ev=-153732.1660 orbital_gap_ev=6.0
C -4.912659 1.772200 -3.571356 0.2 -1.0 -0.1
O 7.743566 -0.761471 4.961299 -2.8 -2.7 -0.8
C -0.565870 -0.641546 -4.440139 0.3 -1.1 1.4
H 3.297043 -4.113349 2.435856 0.2 0.0 0.6
N -1.899398 3.788563 1.901530 2.1 1.4 0.3
C -3.796796 -0.183309 -3.238947 -1.3 -0.5 0.9
O -1.589462 -3.212286 -6.529362 -1.0 1.1 0.3
O 0.703454 2.016530 5.045806 -3.5 1.8 -3.1
S -2.672071 -4.531635 -0.779708 0.3 -0.1 -0.1
H -2.158489 -4.684895 2.449244 -0.5 -0.6 0.2
H 0.223936 -0.194720 3.814732 0.7 0.1 0.7
H 2.012979 0.194003 3.349428 -0.3 0.0 0.6
O -2.008803 -4.016030 0.603583 -0.3 -0.2 -1.3
O 0.642642 -4.145115 2.700544 -1.9 1.8 2.2
C -0.103026 -1.220166 1.262612 1.4 1.2 1.5
C -4.171619 -3.486664 -8.740693 1.3 -0.3 -0.6
H 4.373483 3.195216 -3.774569 0.5 -0.3 -0.2
H -0.537840 1.498291 -6.830225 0.0 -0.1 0.3
H 0.584990 1.386422 7.611196 -0.6 -0.5 -0.7
H 3.328728 -5.697506 1.779664 0.0 -0.3 0.2
Cl 4.149551 2.526304 2.084972 -0.7 -0.4 0.1
C 0.964402 5.018690 3.420098 -0.8 2.7 2.2
C 4.464125 -1.887866 4.906195 0.6 1.4 -1.3
H 0.149739 -2.848859 5.552175 -0.1 0.6 -0.4
H -5.174126 2.562118 -4.259883 -0.1 0.0 -0.1
C -0.476944 0.294939 -2.187213 1.1 0.2 -0.5
C 4.989782 2.977589 -1.697222 2.2 -1.5 1.7
H -2.218178 1.019814 -6.425785 0.0 0.3 0.1
H -5.142040 0.791394 -0.304004 -0.8 0.1 0.0
O 7.752880 -3.023089 3.897462 -1.4 1.4 1.3
C 4.815739 -0.950535 3.642289 0.6 0.2 0.8
H 1.545108 1.670889 1.818703 0.2 -0.1 0.6
O 6.023657 -1.457037 3.152451 2.1 -1.4 0.9
H 2.203825 1.045210 7.675367 0.5 0.1 -0.1
H 4.090971 -1.275684 5.727236 -0.2 -0.2 -0.1
H 3.981781 1.627885 -2.955555 -0.2 0.2 -0.2
N 1.159524 4.635141 2.203087 -0.6 -1.0 -2.3
O -3.529426 -2.508050 -7.972016 0.6 0.9 2.5
H -3.582512 1.685089 3.460315 -0.1 0.5 0.4
O -4.174085 -4.780483 -0.088583 1.3 0.6 -1.8
H -1.205934 -1.603239 -0.517027 0.0 -0.6 0.3
H -3.083659 -0.906948 -3.605236 -0.2 -0.3 0.0
O -3.702892 -2.392016 -5.447156 0.8 -1.4 -1.5
H -2.034001 4.317028 1.051406 0.1 0.0 0.2
S -3.032630 -3.101836 -6.512033 0.7 0.3 -0.7
O 2.900104 3.298291 -2.472456 -2.3 0.1 1.0
C -0.855709 1.552660 -2.714582 -0.6 -1.1 -1.4
H -0.336626 -2.096495 1.849038 0.0 0.0 0.1
H 1.019685 6.624286 -6.144337 -0.3 0.4 0.0
H 6.047495 3.212813 -1.815626 -0.1 -0.2 -0.8
H -1.601847 2.461951 -4.594986 0.4 0.2 0.1
C 1.128578 -0.436349 3.256755 -0.3 -0.8 -0.8
O -2.656171 -3.358761 -1.681649 -0.4 -3.1 1.7
O -0.090352 4.343572 -4.801678 1.1 0.8 -0.2
N 1.009917 -5.156871 0.874867 -2.0 -1.9 -4.9
H -5.259693 -3.446057 -8.690217 0.0 0.1 0.4
H -4.034479 -1.071345 -1.272519 0.2 -0.3 -0.2
H -0.254269 5.847092 -7.111015 -0.3 -0.5 0.9
H 1.415688 5.622627 -7.447207 0.3 -0.5 0.1
H 1.370843 -1.497544 3.313941 0.0 0.0 0.6
C 2.779938 -5.071707 2.483438 0.7 0.2 -0.8
H 4.225096 -0.957419 2.726221 -0.8 0.1 0.7
O 5.736300 -2.446390 5.332405 0.4 0.8 -0.8
H 1.022109 2.015138 -0.468358 -0.1 0.1 -0.1
O -2.057766 -5.825009 -1.151203 -1.6 3.3 0.6
C -0.866414 -3.065833 5.881501 1.7 -0.4 -0.3
H 0.046002 -1.723560 -2.660454 -0.3 -0.3 -0.4
H -2.766812 -5.287549 -8.701008 0.8 0.9 0.7
C -0.504759 -0.970709 0.007066 -1.1 -0.8 -2.1
O 4.507209 4.027505 -0.906119 -2.1 1.9 -0.1
H 5.121797 0.061657 3.906685 -1.2 0.4 0.4
C -2.537835 1.906188 3.241555 0.1 -1.3 1.1
H 1.856131 5.186129 5.206622 0.4 -0.2 0.5
C 0.959476 0.909912 1.324379 0.3 0.0 -2.0
H -5.035222 -4.790629 1.779744 0.2 0.9 -0.1
C -4.067001 -4.983068 1.317562 -0.1 -1.7 0.1
H 3.772630 -2.669798 4.592331 0.2 -0.2 0.4
H 0.007216 -5.040961 0.839504 -0.1 -0.1 -1.0
C -3.605384 -4.806752 -8.197286 -1.8 -0.3 -1.3
N 0.690465 -0.267489 1.864387 -0.8 -0.5 0.3
H -3.858127 -3.249288 -9.757301 -0.1 -0.5 -0.1
H -1.118960 4.001513 2.506227 -0.4 0.4 0.4
S 6.978329 -1.904380 4.406879 2.4 0.3 -1.4
H -1.992755 2.380624 4.057573 -0.3 0.2 0.0
H 3.620607 1.461202 5.929698 -0.1 0.1 -0.3
H -3.615819 -1.572358 4.932021 -0.3 -0.3 0.0
C 0.707763 5.695286 -6.621583 1.6 0.8 0.3
C -2.556756 2.657487 1.979669 -0.7 0.5 -0.1
H 2.728808 4.064765 4.177703 0.5 0.5 -0.3
C 4.101756 2.705051 -2.839680 0.3 0.7 -1.8
C 1.401699 -4.764681 2.004909 3.0 0.1 3.4
H -1.086465 2.426876 -2.123911 0.1 -0.1 0.2
C -0.070884 0.108443 -0.734746 0.5 2.6 0.6
H 1.509147 -5.680101 0.169817 -0.1 0.0 0.4
N 2.883583 1.662382 5.269077 1.4 -0.2 0.2
C 0.665145 1.103099 -0.013210 -1.0 -0.8 -1.3
C -4.322357 -0.266382 -1.932485 0.9 -0.2 0.2
H 0.329224 4.805256 1.653767 0.7 -0.3 -0.9
H -4.406904 -5.453904 -8.553470 -0.3 -0.8 1.4
H 3.140792 1.954321 4.337027 0.2 0.4 -0.3
C -1.850087 -2.402898 4.976714 0.5 0.8 0.6
H -3.471846 -2.804093 6.151046 0.0 0.2 -0.1
H 2.606374 3.835101 -6.242912 -0.1 0.5 0.1
O -1.542658 -1.702967 4.040093 1.3 0.5 -1.7
O -3.315277 2.424125 1.068451 -1.6 -1.8 -1.6
H -5.901294 2.620531 -1.841544 0.4 0.6 -0.3
C 0.891319 4.649125 -5.517042 -5.9 0.4 -1.1
H -1.137671 -0.198323 -6.927003 0.6 -0.1 0.4
N -4.218490 0.723595 -4.096617 0.5 1.7 0.1
H 2.030281 4.230120 1.890292 0.0 0.1 -0.3
H 1.871505 3.075814 -4.907920 0.1 0.3 0.2
C -2.851001 -4.221529 1.746531 1.1 1.1 1.6
S 3.073299 4.543217 -1.453122 -1.2 2.0 -1.1
O -3.506694 -4.605974 -6.750232 -0.9 0.0 -1.0
H 1.372111 -0.126596 6.803428 -0.8 0.0 0.0
H -0.875754 -2.667278 6.895974 -0.6 -0.5 0.1
N -3.140353 -2.387065 5.292968 -1.6 -0.7 1.2
C 1.616778 1.671235 5.688452 1.7 -2.1 2.6
H -0.661765 -1.505282 -5.081351 0.5 0.1 -0.5
C -1.123342 1.625872 -4.106728 0.7 -0.9 1.3
H 2.913364 5.931388 4.104302 0.0 -0.3 -0.8
N -0.852153 0.559563 -4.908372 -1.4 1.4 -1.2
H 2.767995 -5.508062 3.482207 0.0 0.2 -0.1
C -5.073461 0.757695 -1.381296 2.0 0.1 -1.2
C 2.273908 5.054828 4.208455 -2.1 -0.2 2.1
O 2.041248 4.472718 -0.411313 2.3 0.0 -2.2
O -0.173981 5.460671 3.770661 2.5 -1.2 -0.2
C -1.166990 0.737284 -6.368556 -0.8 -0.2 0.2
H -3.939358 -6.044359 1.530786 0.3 -0.2 -0.3
C 1.363899 0.947713 6.987547 1.5 0.4 1.4
C -0.321440 -0.804343 -3.092221 0.0 1.3 1.3
N 1.933234 3.897142 -5.492482 3.6 -2.2 -0.3
H 4.932756 2.053685 -1.121690 0.2 0.2 0.7
O 3.125456 5.748470 -2.336272 0.3 -3.1 2.9
C -5.260758 1.845562 -2.235929 -1.5 -0.2 0.6
H -3.051882 -3.260461 2.219915 -0.2 0.3 -0.5
H -2.152638 0.888397 3.179723 0.4 -0.1 -0.5
H -0.778253 -4.148334 5.789235 -0.9 -0.2 0.5

***

38
Properties=species:S:1:pos:R:3:forces:R:3 method="wB97M-V/def2-TZVPD" e_tot_ev=-16929.4113 orbital_gap_ev=11.3
H -2.699718 -0.830559 -1.151821 -0.1 -0.1 0.0
C -3.813348 0.733769 -0.241398 -0.1 0.1 0.1
C 4.329835 2.832128 -0.206630 0.0 -0.1 0.2
H 1.327590 -2.731349 -1.701409 0.0 0.1 -0.1
H -0.822524 -0.506662 2.160203 0.0 0.1 0.0
C 3.245222 -0.831569 0.506363 0.1 -0.1 -0.4
C -2.549279 -1.036361 1.017838 0.0 0.2 0.0
H 0.603612 0.313148 0.359857 0.1 0.1 -0.1
C 4.021912 1.574286 0.596464 0.0 0.0 -0.3
H 0.554123 -2.180721 0.879411 0.0 -0.1 0.1
H 5.115859 2.637540 -0.933234 0.1 0.0 -0.1
H 3.578669 -2.181822 -1.125943 0.1 -0.1 0.0
H -3.209795 -0.854135 1.867667 0.0 -0.1 0.0
C -3.310214 -0.686362 -0.261769 0.1 -0.1 0.2
C -0.235289 -0.334945 0.102800 -0.1 -0.2 0.3
H 4.659522 3.635162 0.448552 0.0 0.1 0.0
H -4.188777 -1.331934 -0.345462 0.0 0.0 -0.1
C 2.815286 -2.014610 -0.361367 -0.1 0.1 0.0
H 3.445065 3.168655 -0.743094 -0.1 0.1 -0.1
C -1.279279 -0.206069 1.213910 0.0 0.0 -0.2
H 2.779987 -2.910104 0.264756 0.0 -0.1 -0.1
H -1.562634 0.844726 1.307796 0.0 0.0 0.1
H 3.243178 1.795063 1.330714 0.0 0.0 0.1
H -0.646426 0.032641 -0.839718 0.1 0.1 -0.1
H -0.549109 -2.375631 -0.475782 0.0 -0.1 0.1
H 2.675344 0.746226 -0.853056 0.0 0.0 -0.1
H 1.474566 -0.983250 -1.704772 0.0 0.0 -0.1
H -4.063199 2.217395 -1.420780 0.0 -0.2 0.3
H 4.142347 -1.121644 1.060120 0.0 0.0 0.1
O -3.713111 1.312766 -1.447806 0.1 0.1 -0.6
C 3.559849 0.426951 -0.298841 0.0 0.0 0.5
H 2.469689 -0.612615 1.241935 0.0 0.0 0.1
O -4.270837 1.308785 0.708505 0.0 0.0 0.2
C 0.269093 -1.765479 -0.089626 0.0 0.3 -0.3
C 1.459793 -1.859883 -1.055763 0.1 -0.2 0.1
H -2.302228 -2.098409 1.004318 -0.1 0.0 0.0
H 4.914769 1.267038 1.146135 0.0 0.0 0.1
H 4.342086 0.201066 -1.027829 0.0 0.0 -0.1

***

66
Properties=species:S:1:pos:R:3:forces:R:3 method="wB97M-V/def2-TZVPD" charge=-1 e_tot_ev=-278042.3263 orbital_gap_ev=7.9
H 3.642136 -2.600231 -6.492515 0.0 0.0 0.0
O -2.605376 0.457962 -1.384665 0.0 0.1 -0.1
H -1.140738 -0.209184 -4.568986 0.0 0.0 0.0
C 0.218865 -0.586886 2.910694 0.0 0.0 0.0
H -0.806200 1.352320 -3.835277 0.0 -0.1 0.0
H 1.631476 0.725560 6.252710 0.0 0.0 0.0
H -2.440158 0.893492 1.680004 0.0 -0.1 0.0
C 1.347337 -4.860580 1.467021 0.0 0.0 0.0
C 3.302055 0.707928 -4.023828 0.0 0.1 0.0
F 1.390774 -6.633888 -0.073476 0.0 0.0 0.0
C -2.232921 -1.248564 1.654671 0.0 0.0 0.0
C 1.372901 0.189230 2.920110 0.0 0.0 0.0
H 4.195880 2.533351 -3.294063 0.0 0.0 0.0
C 0.076961 -0.410427 5.306078 0.0 0.0 0.0
H 3.352945 -1.318498 -7.663934 0.0 0.0 0.0
H -0.432722 -0.638603 6.233616 0.0 0.0 0.0
C -0.494007 0.304532 -3.857496 -0.1 0.0 -0.1
C 1.980205 0.831361 -3.582840 -0.2 0.0 -0.1
O -3.241039 2.792096 -0.121970 0.1 0.1 -0.1
P -0.448332 -1.135506 1.314686 -0.1 -0.1 0.0
C 0.954869 -5.421110 0.270223 0.0 0.0 0.0
H 4.764366 1.088121 -2.483664 0.0 0.0 0.0
H -0.731226 -0.100267 -2.871101 0.1 0.0 0.0
Te 1.269166 2.073242 -1.978809 -0.1 0.1 -0.1
O -0.901930 1.620713 0.293709 -0.1 0.2 -0.1
C 1.272240 -0.720428 -5.278572 0.0 0.0 0.0
C 1.235805 0.355795 5.314714 0.0 0.0 0.0
C 3.572770 -0.173675 -5.064799 0.0 0.0 0.0
C 0.096401 -4.725226 -0.562383 0.0 0.0 0.0
F -0.275406 -5.307302 -1.704952 0.0 0.0 0.0
C -0.434753 -0.875935 4.106531 0.0 0.0 0.0
H 2.028109 -2.375150 -7.169473 0.0 0.0 0.0
C -2.941822 -0.058281 1.802034 0.0 0.1 0.0
H 3.202328 -2.320386 -1.050059 0.0 0.0 0.0
F 2.166119 -5.534398 2.277677 0.0 0.0 0.0
H -4.753861 -3.440460 2.219613 0.0 0.0 0.0
H 0.470307 -1.259240 -5.771856 0.0 0.0 0.0
C -4.249179 -2.489630 2.102236 0.0 0.0 0.0
H 2.777034 1.261125 4.126160 0.0 0.0 0.0
C 2.916539 -1.852022 -6.816832 0.0 0.0 0.0
Br 3.279926 2.316898 -0.433965 0.1 -0.1 0.1
H 4.601224 -0.277342 -5.397291 0.0 0.0 0.0
O 2.689580 -1.552971 0.748399 0.0 0.0 0.0
C 2.578819 -0.906766 -5.695563 0.0 0.0 0.0
F 1.312573 -3.128816 2.990241 0.0 0.0 0.0
C -4.956195 -1.301186 2.222800 0.0 0.0 0.0
C -4.300410 -0.088600 2.072525 0.0 0.0 0.0
H -6.019684 -1.322493 2.426356 0.0 0.0 0.0
O 1.575346 -1.188346 -1.171542 0.0 0.1 0.0
C 0.889101 -3.602668 1.819781 0.0 0.0 0.0
Pd 0.315086 0.196165 -0.379063 0.2 0.0 -0.1
C 2.515442 -1.688306 -0.454364 0.0 0.0 -0.1
C -2.892379 -2.464332 1.816704 0.0 0.0 0.0
H -4.840283 0.846521 2.138867 0.0 0.0 0.0
Se -2.121009 1.929673 -0.893351 -0.2 -0.4 0.3
H -2.357061 -3.399400 1.714611 0.0 0.0 0.0
C 0.947612 0.138748 -4.232646 0.1 -0.1 0.0
C -0.357933 -3.469340 -0.209538 0.0 0.0 0.0
H -1.346924 -1.459731 4.099149 0.0 0.0 0.0
C 1.879315 0.656584 4.124036 0.0 0.0 0.0
H 5.305083 1.440851 -4.127917 0.0 0.0 0.0
H 1.878829 0.408682 1.988568 0.0 0.0 0.0
O -1.337388 2.721107 -2.100333 0.1 0.2 0.0
C 4.453225 1.485994 -3.449102 0.0 0.0 0.0
Br -1.534635 -2.601116 -1.387175 0.0 0.0 0.0
C 0.041614 -2.875552 0.997768 -0.1 0.0 0.0

***

9
Properties=species:S:1:pos:R:3:forces:R:3 method="wB97M-V/def2-TZVPD" e_tot_ev=-6785.8008 orbital_gap_ev=4.0
H -1.165171 -0.732881 3.059532 0.3 -0.2 -0.1
Cs -0.416871 -0.236579 -2.273393 0.1 0.1 1.0
C 1.065393 1.452619 1.591977 -0.5 0.9 -4.1
C 1.650854 1.662560 2.899512 -1.8 -1.8 1.4
H 1.353668 2.537936 3.488372 0.2 -0.3 -0.2
C -0.595275 -0.441657 2.157799 -1.3 -0.1 -1.2
O -0.951184 -0.932978 1.051246 0.5 0.2 0.9
H 2.632025 1.233328 3.130918 -0.5 -0.1 0.1
C 0.347287 0.582507 2.265260 3.1 1.3 2.4